[1]
Below is C31H43GeN4O3S5V as an isolated structure in a non-equilibrium geometry, with properties calculated with ωB97M-V/def2-TZVPD.

Structure (XYZ):
```
88
Properties=species:S:1:pos:R:3:lowdin_spin:R:1
H 4.633 -3.551 -4.098 0.00
C 2.699 -2.710 -3.670 0.00
H -0.130 -4.240 2.402 0.00
H 2.597 1.200 4.208 0.00
C -0.570 4.657 1.507 0.00
H 0.538 4.563 -3.083 0.00
H -5.149 1.561 -2.657 0.00
H 2.428 0.252 2.247 0.00
C 3.125 -3.531 -1.057 0.00
C 0.819 -3.773 2.644 0.00
N -3.099 1.271 -2.675 0.17
C -2.021 -3.843 0.437 -0.01
H -1.465 8.009 1.941 0.00
H 1.912 3.054 -1.766 0.00
H -4.635 0.060 -3.435 0.00
N -1.967 -0.809 -3.048 0.11
C -4.022 1.332 0.925 0.01
C 1.804 0.518 4.519 0.00
C 2.645 -2.356 2.051 0.00
H 3.111 -3.661 5.148 0.00
H -1.006 3.726 1.863 0.00
C 4.093 -3.772 -2.029 0.00
V -1.466 0.521 -0.255 1.89
H -3.844 -1.796 -2.918 0.00
H 1.825 3.945 0.517 0.00
H -3.984 -4.642 0.771 0.00
C 1.423 -2.937 1.702 -0.01
C 3.882 -3.363 -3.340 0.00
H 2.532 -2.377 -4.688 0.00
H -0.452 7.339 0.651 0.00
C -0.785 7.190 1.678 0.00
C 1.742 -2.466 -2.693 0.00
N 1.761 0.911 1.902 0.00
H 3.298 -3.869 -0.040 0.00
C -3.051 -4.753 0.230 0.00
H 1.610 5.618 -0.097 0.00
C -2.831 -1.878 -2.526 0.02
H 2.182 4.670 -3.722 0.00
H -1.884 5.717 2.814 0.00
C 2.638 -3.452 4.196 0.00
H 0.835 -1.932 -2.956 0.00
N 1.908 1.158 0.521 0.00
H 5.020 -4.271 -1.761 0.00
H -2.329 5.798 1.115 0.00
H 2.112 -0.514 4.341 0.00
C -1.969 0.475 -2.425 0.28
H -3.013 2.139 -2.178 0.01
H -2.868 -1.865 -1.440 0.00
H -4.643 0.195 -1.658 0.00
H -2.421 -2.837 -2.849 0.00
H -1.589 -6.684 -2.141 0.00
S -2.958 2.553 0.300 0.00
Ge 0.514 -2.493 -0.024 -0.11
C -2.893 -5.786 -0.690 0.00
C -0.407 -0.854 -0.151 -0.44
S -0.386 4.380 -0.316 0.00
C 1.933 -2.872 -1.369 -0.01
C -4.450 0.730 -2.593 0.02
H 1.213 1.849 0.287 0.00
H -1.013 -1.111 -3.013 0.00
S -0.444 1.340 -2.370 0.08
H 0.418 4.787 1.962 0.00
H -2.167 -3.009 1.118 0.00
O -0.491 1.366 2.024 0.01
H 0.085 7.246 2.345 0.00
H 1.541 0.349 0.035 -0.01
H 4.215 -2.169 3.511 0.00
H 3.160 4.274 -1.530 0.00
C 2.081 4.124 -1.622 0.00
C 3.255 -2.615 3.275 0.00
S -3.349 -0.268 0.930 0.00
C 0.550 1.014 2.523 0.00
H 1.539 5.957 -2.673 0.00
C 1.557 4.878 -2.849 0.00
O 0.578 0.810 3.865 0.00
C -1.485 5.836 1.806 0.00
H 1.613 0.654 5.580 0.00
C -0.811 -3.951 -0.260 -0.01
C -1.707 -5.895 -1.406 0.00
O -0.876 5.630 -0.993 0.00
H 0.247 -5.074 -1.757 0.00
S -5.583 1.654 1.465 0.01
C 1.438 4.555 -0.302 0.00
C 1.414 -4.026 3.878 0.00
C -0.675 -4.984 -1.187 0.00
H 0.920 -4.671 4.596 0.00
H -3.698 -6.492 -0.861 0.00
H 3.146 -1.708 1.335 0.00
```

Calculated values
Kohn-Sham gap (spin up / spin down) ... 5.0650 / 5.2167 eV
Net charge ... -2
Lowest unoccupied orbital energy (spin up / spin down) ... 4.067 / 4.068 eV
Multiplicity ... 3
ΔE to the lowest compared entry with this formula, charge and spin ... 70.59 kJ/mol

***

[2]
Below is C31H43N3O5PPdSe as an isolated structure, with properties calculated with ωB97M-V/def2-TZVPD.

Structure (XYZ):
```
85
Properties=species:S:1:pos:R:3:mulliken_charge:R:1
H 1.087 3.073 -3.732 0.53
N -2.201 2.048 0.654 1.49
O 2.335 -1.919 -2.362 -0.26
C 1.365 4.065 -1.837 -0.19
C 1.658 -3.328 4.711 -0.49
H 1.978 -0.616 -3.931 0.28
C -4.297 3.236 -0.068 -0.90
C -0.622 -4.914 2.218 -0.93
C -0.023 -3.828 -2.541 -0.22
H -3.589 0.933 1.717 0.41
H 4.340 0.104 -4.108 0.44
Se 0.716 1.620 1.010 -0.57
H 1.825 -4.400 -3.479 0.23
H -5.887 4.272 -1.077 0.37
H -1.257 3.780 2.354 0.07
H 1.070 -5.342 4.318 0.36
H 3.298 3.494 -2.647 0.36
H -0.989 -4.246 -2.256 0.29
Pd -0.508 -0.285 0.159 0.03
C -4.881 3.883 -1.165 -0.84
P 1.084 -1.815 -1.264 0.22
H -4.848 3.105 0.853 0.36
C 2.955 -2.898 0.347 0.03
H -4.668 4.508 -3.200 0.37
H -2.355 4.136 5.208 0.33
H 5.051 -2.860 0.847 0.42
O 1.916 -1.944 0.119 0.32
N -1.097 2.271 -1.256 1.13
H -2.381 3.584 -3.455 0.40
C -2.340 -2.666 -0.315 0.12
H 4.138 -1.425 1.362 0.26
H 0.592 -0.585 2.976 0.36
C -1.414 -4.502 1.196 -0.77
H 2.316 -3.596 5.529 0.38
H -1.911 0.765 2.219 -0.08
C 0.968 -4.298 4.040 -0.77
C 2.646 -0.717 -3.069 0.62
O 0.611 -3.381 -1.337 -0.22
C -1.655 3.380 3.291 0.26
H -0.530 -5.966 2.468 0.37
C -2.896 3.510 -2.506 -0.92
O -2.265 -1.449 -0.642 -0.46
H -1.988 -5.180 0.583 0.54
H 4.253 -1.666 -4.137 0.31
C -4.194 4.015 -2.360 -0.87
C 4.087 -0.781 -3.521 -1.39
C -3.014 2.748 -0.211 0.37
H -2.725 5.187 3.841 0.33
O -3.005 -3.561 -0.850 -0.80
C 0.693 -1.613 3.309 -0.34
H 2.670 -3.464 1.237 0.21
H -0.226 -2.974 -3.199 0.34
C 1.520 -1.970 4.336 -0.79
H -0.298 4.015 -3.214 0.38
C 4.257 -2.162 0.568 -1.16
H -0.646 1.518 -3.135 0.38
H 0.618 1.396 -1.915 -0.45
H -3.715 3.194 2.723 0.26
C -2.664 1.489 1.905 -0.79
C -0.145 2.058 -2.322 -0.48
C -0.996 1.666 0.023 -0.84
C 0.110 -3.956 2.968 1.13
N -0.837 -2.212 1.577 0.14
H 1.470 5.113 -2.129 0.40
C -1.484 -3.116 0.890 0.57
C -2.314 2.890 -1.418 0.89
H 3.337 3.919 -0.929 0.34
H 4.758 -0.831 -2.663 0.24
C 0.856 -4.841 -3.239 -1.35
H 0.867 4.051 -0.863 0.01
H 1.021 -5.706 -2.595 0.30
H 2.660 2.380 -1.416 -0.03
H -1.081 5.112 4.477 0.40
C -2.884 2.534 2.992 -0.66
H -3.196 1.998 3.896 0.49
H 3.023 -3.594 -0.492 0.14
H 2.489 0.157 -2.429 -0.31
C -1.969 4.516 4.258 -1.50
C -0.032 -2.605 2.609 0.02
H 4.555 -1.637 -0.340 0.07
H -0.862 2.745 3.695 0.18
C 0.485 3.343 -2.855 -0.76
C 2.745 3.429 -1.704 -0.97
H 2.081 -1.209 4.865 0.43
H 0.383 -5.181 -4.162 0.43
```

Calculated values
Kohn-Sham gap ... 6.1305 eV
Net charge ... -1
Lowest unoccupied orbital energy ... 2.660 eV
ΔE to the lowest compared entry with this formula, charge and spin ... 48.43 kJ/mol

***

[3]
Below is C31H43N3O5PPdSe as an isolated structure in a non-equilibrium geometry, with properties calculated with ωB97M-V/def2-TZVPD.

Structure (XYZ):
```
85
Properties=species:S:1:pos:R:3:mulliken_charge:R:1
C 1.786 -1.930 -3.905 -1.11
C 3.893 0.470 1.047 0.37
N -1.503 0.417 2.244 0.23
H 0.895 -1.548 -3.417 0.04
H 2.688 0.532 -4.225 0.56
H -4.888 4.675 -1.241 0.43
H 3.922 -1.740 -3.740 0.43
H -1.358 2.723 -3.782 0.30
H 5.003 0.395 2.891 0.36
C 2.776 -1.723 3.196 -0.68
C 3.887 0.890 -0.302 1.05
C 2.674 -2.913 2.245 0.67
H -2.757 -1.477 -2.918 0.14
H -2.293 -3.978 2.738 0.45
H 3.027 -2.609 1.258 0.01
H -3.353 1.844 -5.010 0.29
C -3.285 3.498 -0.392 -0.30
C 3.055 0.173 -3.259 -0.75
C -0.950 2.805 1.948 0.25
C -4.403 -1.462 3.541 -0.90
H 3.367 -4.929 1.983 0.43
H 6.961 1.528 1.906 0.38
H 2.200 1.912 -2.295 0.36
H -0.795 1.053 -3.528 -0.15
C 2.203 0.822 -2.160 -0.37
O 0.110 2.492 1.362 -0.42
H -2.517 3.973 -1.013 0.38
C -4.650 3.629 -1.055 -1.29
Se 0.809 -1.633 -0.375 -0.62
H -1.827 1.371 -5.775 0.43
C 6.090 1.342 1.293 -0.82
N 2.679 0.518 -0.835 1.03
C -3.186 1.985 2.876 -0.68
O -3.006 2.124 -0.204 -0.17
C -3.923 -2.736 3.393 -0.47
C 4.969 1.561 -0.840 -1.04
C -1.911 1.658 2.363 0.54
H 3.057 -1.706 -2.204 -0.10
H -2.472 -2.546 -1.548 0.23
H -4.129 0.024 -1.501 0.14
C -3.625 -0.357 3.137 0.93
C -2.651 -2.964 2.844 -0.87
O -2.518 1.593 -2.525 -0.18
H 2.271 0.392 3.258 0.43
Pd 0.021 0.474 0.447 -0.47
C 6.080 1.766 -0.024 -0.83
H 1.166 0.461 -2.214 -0.45
H -3.961 -1.102 -0.131 0.23
C -4.040 0.989 3.249 -0.98
H 1.764 -1.677 -4.964 0.40
P -1.816 1.375 -1.016 0.08
H 3.829 -1.540 3.426 0.27
H -4.635 3.086 -1.997 0.19
O -1.325 3.945 2.237 -0.81
C 2.143 -0.468 2.588 -0.25
H 3.152 -4.464 3.675 0.35
C 1.899 -0.080 0.147 -0.50
H -5.413 3.190 -0.414 0.30
H 1.057 -0.630 2.450 -0.62
H -4.111 -2.412 -2.238 0.42
C 3.484 -4.119 2.697 -1.65
H 2.257 -1.944 4.134 0.46
H -3.449 3.029 2.955 0.53
N 2.684 -0.132 1.293 1.19
C 4.993 0.697 1.854 -0.91
H -5.026 1.208 3.645 0.40
C -3.482 -0.727 -1.042 -0.12
H -3.267 3.983 0.590 0.36
H -4.524 -3.581 3.702 0.38
C -2.329 -0.591 2.602 0.04
H 4.090 0.503 -3.151 0.29
C -3.194 -1.871 -2.003 -1.13
H 6.945 2.270 -0.434 0.37
O -2.255 -0.128 -0.653 0.60
H -5.379 -1.291 3.981 0.38
H 4.965 1.932 -1.854 0.43
C -1.860 -1.915 2.466 0.15
H 1.770 -3.012 -3.802 0.34
C -1.685 1.682 -3.658 0.37
H -2.739 0.196 -4.811 0.25
C 3.027 -1.358 -3.238 -0.01
C -2.453 1.242 -4.895 -1.35
H 1.627 -3.196 2.131 -0.07
H 4.542 -3.870 2.755 0.34
H -0.875 -2.065 2.036 0.08
```

Calculated values
Kohn-Sham gap ... 5.9987 eV
Net charge ... -1
Lowest unoccupied orbital energy ... 2.658 eV
ΔE to the lowest compared entry with this formula, charge and spin ... 114.15 kJ/mol

***

[4]
Below is C31H43N5O12S as an isolated structure in a non-equilibrium geometry, with properties calculated with ωB97M-V/def2-TZVPD.

Structure (XYZ):
```
92
Properties=species:S:1:pos:R:3:mulliken_charge:R:1
C 4.034 7.411 5.576 -0.58
O -6.484 -6.926 -1.679 -0.61
H 3.665 6.934 7.673 0.27
H -0.099 4.239 -0.308 0.21
C 1.660 3.318 0.643 -0.41
H 4.792 0.996 -1.926 0.45
H -3.243 -0.447 0.735 0.26
H -4.126 2.162 -1.332 0.28
C -0.476 2.130 -2.642 -0.93
H -3.111 -2.066 -0.014 0.03
H -7.438 -6.947 -5.433 0.27
C 5.328 0.938 0.657 -1.19
C 1.090 2.145 -2.628 -0.63
O 4.604 5.402 6.650 -0.36
C 4.233 1.938 -1.941 -1.56
H -0.779 2.044 -3.702 0.22
O 4.611 -0.949 -0.746 -0.21
C -3.673 -4.693 0.816 0.46
N 5.234 2.996 -2.260 -0.66
O -3.269 -5.923 0.438 -0.38
H 5.370 7.225 7.285 0.32
C 3.522 2.243 -0.620 1.00
H 6.159 -2.947 -0.474 0.30
C 4.153 -2.284 -0.810 0.61
H -6.490 -5.540 -5.913 0.33
O -2.951 -3.735 0.834 -0.65
O -0.715 1.417 2.036 -0.48
C -3.057 -0.399 -1.440 0.28
H -0.757 0.019 -2.557 0.42
H 1.420 1.260 -2.051 0.39
C 3.912 5.059 5.557 0.44
O 3.039 -2.530 -1.156 -0.49
C 0.368 4.145 0.688 -0.89
H 4.818 3.916 -2.180 0.30
H -0.606 0.701 -0.942 0.21
O 3.814 3.916 5.167 -0.50
N -2.531 0.877 -1.891 0.08
H -6.446 -6.486 1.111 0.31
H -6.331 -4.796 -3.584 0.25
S 2.750 2.394 4.102 0.22
H 4.941 -3.734 0.553 0.27
H -2.529 2.866 -1.056 0.26
H -7.932 -5.595 -3.561 0.31
C -1.060 0.888 -1.937 -0.49
C 4.849 -0.525 0.537 0.53
C -6.871 -5.729 -3.752 -0.46
C -6.610 -6.298 -5.141 -0.48
N -0.705 2.138 1.117 0.59
C -3.092 1.924 -1.020 -0.79
H 3.465 8.334 5.672 0.33
H -4.445 -6.536 -5.006 0.27
C 2.240 2.884 1.876 1.10
C 2.278 3.007 -0.563 0.95
C 4.437 6.811 6.910 -0.44
C 3.257 6.268 4.937 -0.23
H -5.346 -4.139 2.061 0.34
C 5.155 -3.407 -0.474 -0.95
C -6.290 -6.800 -2.855 0.55
O -3.815 -0.985 -2.179 -0.61
N 3.812 1.742 3.115 -0.68
H 5.084 -4.218 -1.209 0.33
H 2.579 3.768 -2.557 0.42
C -5.423 -6.192 1.342 -0.57
H -5.217 -6.476 2.376 0.34
C 4.035 1.803 0.598 0.19
H 2.202 6.281 5.216 0.29
C 3.432 2.099 1.843 0.57
H 4.924 7.627 4.982 0.28
H 3.363 6.257 3.855 0.24
H 0.983 4.239 -1.868 0.70
C -4.399 -6.822 0.419 0.11
O 4.678 -1.208 1.512 -0.56
H -5.708 -4.292 0.314 0.24
O -5.462 -7.603 -3.561 -0.35
C -5.359 -7.128 -4.915 -0.42
H 1.496 2.046 -3.648 0.56
H 6.020 2.880 -1.632 0.33
H -3.133 1.616 0.045 0.24
H -0.836 3.089 -2.239 0.43
H -1.676 -1.058 0.174 0.28
H 5.934 1.242 -0.206 0.27
H -4.760 -6.902 -0.603 -0.16
O -0.608 3.467 1.518 -0.38
C 1.721 3.434 -1.951 -1.48
H 0.546 5.170 1.044 0.39
H -5.298 -7.976 -5.594 0.30
N 1.722 3.157 3.114 -0.71
H 3.555 1.900 -2.802 0.23
H 5.858 1.068 1.608 0.55
C -2.752 -1.022 -0.073 -0.38
H -4.088 -7.807 0.763 0.32
C -5.149 -4.707 1.155 -0.38
```

Calculated values
Kohn-Sham gap ... 8.3461 eV
Lowest unoccupied orbital energy ... 0.172 eV

***

What did we get for calculated total energy? Answer: -181325.7135; -125673.2764; -125672.5952; -75695.9909 eV, in the order shown.